Record 1
{"formula": "C4Cl3F6N", "method": "ωB97M-V/def2-TZVPD", "total_charge": 0, "multiplicity": 1, "species": ["C", "C", "C", "C", "N", "F", "F", "F", "F", "F", "F", "Cl", "Cl", "Cl"], "xyz": [[-2.2116, -0.6984, 0.6373], [0.2096, 0.3926, -0.4978], [0.8817, -0.9144, -0.3231], [1.1117, 1.5121, 0.1008], [-1.3562, 0.1927, 0.8685], [1.6858, -0.9424, 0.7239], [-0.0715, -1.8720, -0.1134], [1.6332, -1.2667, -1.3393], [2.3323, 1.5812, -0.5409], [0.4117, 2.6456, -0.0337], [1.3723, 1.4452, 1.3984], [-3.1939, -1.1839, 1.9074], [-2.4215, -1.6850, -0.7787], [-0.3838, 0.7936, -2.0093]]}


Record 2
{"formula": "C22H35O3Pd", "method": "ωB97M-V/def2-TZVPD", "total_charge": 1, "multiplicity": 5, "de_lowest_kj_mol": 4.9, "species": ["O", "C", "C", "H", "H", "C", "H", "H", "C", "H", "H", "H", "C", "H", "H", "H", "Pd", "C", "C", "C", "H", "C", "C", "H", "H", "H", "H", "C", "C", "C", "H", "C", "C", "H", "H", "H", "H", "O", "C", "C", "H", "H", "C", "H", "H", "C", "H", "H", "H", "H", "C", "C", "C", "O", "H", "H", "H", "H", "H", "H", "H"], "xyz": [[-1.5393, 2.2594, -2.7784], [-0.1589, 2.6976, -2.5215], [-0.5932, 4.0312, -1.9105], [0.4067, 2.8009, -3.4573], [0.3580, 2.0255, -1.8222], [-2.0316, 3.5246, -2.2469], [-0.2783, 4.9016, -2.4922], [-0.4025, 4.1487, -0.8393], [-2.7079, 4.3970, -3.2911], [-2.0658, 4.5534, -4.1635], [-2.9145, 5.3821, -2.8495], [-3.6653, 3.9686, -3.6088], [-2.9445, 3.2846, -1.0633], [-2.4591, 2.6537, -0.3103], [-3.8592, 2.7821, -1.4103], [-3.2314, 4.2397, -0.6023], [0.3594, -0.5243, 0.9741], [0.9865, 1.4105, 3.0453], [1.8628, 0.3324, 2.7574], [2.2541, 0.4447, 1.3540], [2.2858, -0.3705, 3.4702], [1.4952, 1.5640, 0.7932], [0.7547, 2.1555, 1.8621], [0.1624, 3.0687, 1.7877], [0.6029, 1.6503, 4.0406], [3.0524, -0.0945, 0.8535], [1.6318, 1.9417, -0.2186], [-1.5204, -0.2518, 3.0273], [-1.8931, 0.6180, 1.9764], [-1.9129, -0.1121, 0.7504], [-2.1985, 1.6557, 2.0891], [-1.5547, -1.4958, 1.0700], [-1.2374, -1.5370, 2.4845], [-0.9594, -2.4354, 3.0275], [-1.5283, -0.0165, 4.0908], [-2.2653, 0.2260, -0.2176], [-1.6352, -2.3535, 0.4110], [0.5290, -1.2249, -1.0219], [-0.4389, -0.9659, -2.0808], [0.0877, -1.6387, -3.3453], [-0.5791, 0.1188, -2.1951], [-1.4059, -1.4151, -1.7904], [1.1595, -2.6362, -2.8838], [0.5070, -0.8871, -4.0231], [-0.7300, -2.1426, -3.8671], [1.2946, -2.4362, -1.3823], [2.1221, -2.4494, -3.3655], [0.8560, -3.6640, -3.1051], [2.3275, -2.2776, -1.0440], [0.8479, -3.2802, -0.8368], [1.1343, -4.3349, 2.2604], [1.7435, -2.9653, 2.4799], [3.2383, -3.1129, 2.6891], [1.5356, -2.1994, 1.3252], [1.6252, -4.7805, 1.3878], [0.0619, -4.2762, 2.0614], [1.3123, -4.9776, 3.1281], [1.2935, -2.5005, 3.3774], [3.6571, -3.5698, 1.7854], [3.7224, -2.1460, 2.8416], [3.4425, -3.7646, 3.5436]]}


Calculated electronic energy in order - -59507.559, -32990.821 eV